ORCA calculation (ωB97M-V/def2-TZVPD) on one molecule with the formula C5H7NOS in a non-equilibrium geometry.

Properties
HOMO	-7.9	eV
energy above the lowest of the compared OMol25 structures with the same formula, charge and spin	85.1	kcal per mole
E_tot	-19667.9137	eV
Kohn-Sham gap	8.8	eV

Structure (ORCA input):
```
! wB97M-V def2-TZVPD RIJCOSX def2/J DEFGRID3
* xyz 0 1
H -0.27 2.12 1.19
H 0.32 0.46 -1.36
H 0.13 -2.98 -0.54
C 0.55 0.66 -0.30
C 0.42 -2.01 -0.17
H 0.13 -0.14 1.64
S 2.17 0.17 0.13
N -1.62 1.97 -0.49
H -2.46 2.12 0.06
C -0.33 -0.04 0.65
H -1.85 1.28 -1.20
C 1.66 -1.52 -0.08
C -0.55 1.47 0.35
O -0.72 -1.30 0.23
H 2.44 -2.26 -0.11
*
```

Calculated atomic charges, method natural (NBO), unit e:
1 H 0.223
2 H 0.231
3 H 0.209
4 C -0.456
5 C 0.096
6 H 0.180
7 S 0.309
8 N -0.815
9 H 0.370
10 C 0.032
11 H 0.362
12 C -0.485
13 C -0.006
14 O -0.487
15 H 0.237